# 1
60
Properties=species:S:1:pos:R:3:nbo_charge:R:1 method="wB97M-V/def2-TZVPD" charge=+1 lumo_ev=-3.0 max_force_ev_per_a=0.20 multiplicity=1
Ir -0.56 -0.82 1.29 0.56
Cl -2.91 -0.72 1.34 0.22
C -3.35 0.69 0.37 0.00
C -4.70 0.87 0.10 -0.23
C -5.07 1.95 -0.68 -0.15
C -4.11 2.83 -1.17 -0.22
C -2.77 2.62 -0.89 -0.10
C -2.37 1.55 -0.09 -0.43
P -0.63 1.26 0.34 1.19
C 0.28 1.53 -1.20 -0.42
C 1.53 2.15 -1.19 -0.18
C 2.25 2.27 -2.37 -0.21
C 1.73 1.78 -3.56 -0.18
C 0.48 1.17 -3.57 -0.23
C -0.24 1.04 -2.40 -0.13
C -0.15 2.56 1.50 -0.43
C -0.96 3.66 1.77 -0.12
C -0.54 4.62 2.68 -0.22
C 0.69 4.49 3.31 -0.17
C 1.49 3.39 3.05 -0.19
C 1.08 2.42 2.16 -0.18
H -5.43 0.17 0.48 0.25
H -6.12 2.11 -0.90 0.24
H -4.41 3.66 -1.79 0.24
H -2.02 3.30 -1.28 0.23
H 1.93 2.56 -0.28 0.23
H 3.21 2.76 -2.36 0.23
H 2.29 1.88 -4.48 0.23
H 0.07 0.79 -4.50 0.23
H -1.21 0.57 -2.42 0.22
H -1.92 3.77 1.29 0.21
H -1.17 5.47 2.89 0.23
H 1.01 5.24 4.02 0.23
H 2.44 3.27 3.57 0.23
H 1.69 1.54 1.98 0.23
O -0.08 -0.15 3.30 -0.90
S 0.99 -1.21 3.16 2.13
O 1.47 -0.89 1.72 -0.91
O 2.00 -1.29 4.14 -0.86
S -0.17 -2.81 2.69 -0.40
C 2.87 -3.31 0.14 -0.42
N 1.84 -2.62 -0.63 -0.40
C 2.26 -1.34 -1.20 -0.42
C 0.58 -3.04 -0.65 0.43
S -0.74 -1.89 -0.80 -0.10
N 0.31 -4.34 -0.60 -0.39
C 1.23 -5.36 -1.09 -0.41
C -1.00 -4.85 -0.20 -0.41
H 3.40 -2.55 0.72 0.23
H 3.59 -3.82 -0.51 0.21
H 2.42 -4.01 0.83 0.23
H 3.17 -1.51 -1.78 0.21
H 2.48 -0.63 -0.39 0.22
H 1.50 -0.93 -1.84 0.24
H 1.99 -4.90 -1.71 0.22
H 0.65 -6.06 -1.70 0.22
H 1.70 -5.92 -0.28 0.22
H -1.52 -4.13 0.41 0.23
H -0.85 -5.77 0.37 0.22
H -1.61 -5.08 -1.08 0.21

=====

# 2
19
Properties=species:S:1:pos:R:3:nbo_charge:R:1 method="wB97M-V/def2-TZVPD" lumo_ev=1.0 max_force_ev_per_a=5.64 multiplicity=1
C 1.76 -0.25 1.09 -0.48
C 1.08 -0.21 -0.01 -0.04
C 1.52 -0.22 -1.33 -0.70
C -1.31 1.60 -0.80 -0.66
C -0.94 0.55 0.31 0.08
N -1.16 -1.66 1.24 -0.67
N -1.72 -0.57 0.49 -0.46
H 1.46 -0.20 2.10 0.19
H 2.75 -0.54 1.10 0.18
H 1.61 -1.25 -1.75 0.23
H 0.73 0.20 -1.93 0.22
H 2.56 0.36 -1.46 0.22
H -0.43 2.23 -0.78 0.24
H -1.45 0.98 -1.72 0.21
H -2.28 2.08 -0.56 0.23
H -0.68 0.88 1.25 0.17
H -0.20 -1.64 0.94 0.36
H -1.36 -1.47 2.24 0.36
H -1.94 -0.89 -0.40 0.34

=====

# 3
40
Properties=species:S:1:pos:R:3:mulliken_spin:R:1 method="wB97M-V/def2-TZVPD" charge=+3 lumo_ev="-12.9 / -12.7" max_force_ev_per_a=2.64 multiplicity=3
I -0.16 1.63 0.74 -0.12
I -0.11 -0.99 1.02 -0.06
W -0.07 0.22 -2.22 2.00
P -2.35 0.03 -1.59 -0.03
C -3.36 0.15 -0.09 0.01
C -2.97 1.38 -2.63 -0.01
H -4.06 1.25 -2.64 0.01
H -4.04 -1.36 -2.46 0.01
H -2.60 1.32 -3.67 -0.01
H -2.53 -1.57 -3.42 -0.01
H -3.15 1.09 0.44 0.00
H -2.73 2.35 -2.18 0.01
C -2.95 -1.46 -2.41 0.01
H -4.42 0.12 -0.42 0.00
H -2.71 -2.33 -1.79 0.00
H -3.13 -0.70 0.57 0.00
P 2.21 0.11 -1.54 -0.04
C 3.14 0.23 0.00 0.01
C 2.88 -1.36 -2.35 0.01
H 2.50 1.43 -3.59 -0.01
H 3.93 1.37 -2.52 0.01
H 2.57 2.44 -2.09 0.01
C 2.84 1.48 -2.55 -0.01
H 2.47 -1.50 -3.36 -0.01
H 3.97 -1.20 -2.41 0.01
H 4.20 0.38 -0.30 0.00
H 3.03 -0.71 0.57 0.00
H 2.68 -2.23 -1.72 0.00
H 2.80 1.10 0.59 0.00
Cl -0.04 -0.16 -4.47 -0.03
C 0.90 -1.44 4.53 0.02
S 0.41 0.21 4.04 0.07
C -0.77 0.67 5.29 0.02
O 1.64 1.04 4.15 0.13
H 0.23 -1.77 5.34 0.00
H 1.94 -1.44 4.89 0.00
H 0.78 -2.09 3.66 0.00
H -0.30 1.43 5.93 0.00
H -1.66 1.09 4.77 0.00
H -1.03 -0.20 5.88 0.00

=====

# 4
11
Properties=species:S:1:pos:R:3:nbo_charge:R:1 method="wB97M-V/def2-TZVPD" lumo_ev=0.0 max_force_ev_per_a=2.66 multiplicity=1
C 0.85 -1.16 0.59 0.62
C -0.33 0.68 -0.42 -0.34
C 1.58 -0.01 1.25 -0.54
N 0.07 -0.72 -0.41 -0.65
O 0.99 -2.27 1.00 -0.57
S 0.42 1.32 1.15 0.27
I 3.29 0.03 -0.18 0.03
H 0.15 1.33 -1.24 0.23
H -1.50 0.84 -0.27 0.23
H 2.05 -0.19 2.26 0.28
H -0.18 -1.43 -1.10 0.43

=====

# 5
74
Properties=species:S:1:pos:R:3:mulliken_spin:R:1 method="wB97M-V/def2-TZVPD" charge=+2 lumo_ev="-6.9 / -6.8" max_force_ev_per_a=0.86 multiplicity=2
Re 0.08 -0.55 0.74 0.98
O -0.29 1.34 1.68 -0.01
C -0.43 1.58 2.88 0.00
C -0.59 0.60 3.91 -0.01
C -0.77 1.04 5.23 0.00
C -0.99 0.12 6.22 0.00
C -1.07 -1.24 5.95 0.00
C -0.90 -1.68 4.65 -0.01
C -0.65 -0.78 3.64 0.00
O -0.45 -1.27 2.39 0.01
N -1.16 0.60 7.61 0.00
O -1.18 1.80 7.78 0.00
O -1.27 -0.25 8.47 0.00
H -0.47 2.63 3.19 0.00
H -0.74 2.10 5.48 0.00
H -1.25 -1.92 6.77 0.00
H -0.96 -2.74 4.41 0.00
C 3.34 2.11 0.47 0.00
C 2.40 1.12 -0.13 0.02
O 1.93 0.18 0.61 0.04
N 2.06 1.18 -1.40 0.00
C 1.88 2.41 -2.18 0.00
C 0.39 2.46 -2.47 0.00
C -0.22 3.51 -3.42 0.00
C -1.49 4.19 -2.84 0.00
C -1.51 4.31 -1.35 0.00
C -1.03 3.33 -0.60 0.00
N -0.41 2.22 -1.24 0.02
H 3.69 1.75 1.43 0.00
H 2.80 3.05 0.62 0.00
H 4.18 2.30 -0.19 0.00
H 1.44 0.42 -1.68 0.00
H 2.50 2.40 -3.08 0.00
H 2.15 3.27 -1.56 0.00
H 0.48 4.13 -3.98 0.00
H -1.70 5.14 -3.32 0.00
H -1.94 5.20 -0.89 0.00
H -1.04 3.34 0.48 0.00
C 2.58 -2.64 1.90 0.01
Si 1.75 -3.39 0.43 0.00
C 0.86 -4.92 1.00 0.00
C 2.94 -3.66 -0.97 0.00
N 0.47 -2.20 -0.16 -0.07
C -0.28 -2.46 -1.32 -0.02
C -0.40 -3.70 -1.96 0.00
C -1.18 -3.82 -3.09 0.00
C -1.85 -2.72 -3.61 -0.01
C -1.75 -1.48 -3.00 0.01
C -0.95 -1.37 -1.87 -0.02
O -0.73 -0.18 -1.15 0.06
C -1.17 1.16 -1.84 -0.02
C -2.65 1.26 -1.81 0.00
C -3.20 2.18 -2.60 0.00
C -2.37 3.04 -3.49 0.00
C -1.08 2.39 -4.07 0.00
C -0.41 1.33 -3.16 0.01
H 3.41 -3.31 2.17 0.00
H 1.93 -2.59 2.78 0.00
H 3.02 -1.66 1.73 0.00
H 1.52 -5.45 1.70 0.00
H 0.61 -5.63 0.21 0.00
H -0.06 -4.68 1.54 0.00
H 3.80 -4.22 -0.60 0.00
H 3.32 -2.71 -1.36 0.00
H 2.51 -4.22 -1.80 0.00
H 0.11 -4.56 -1.56 0.00
H -1.27 -4.78 -3.58 0.00
H -2.47 -2.82 -4.49 0.00
H -2.29 -0.63 -3.40 0.00
H -3.22 0.62 -1.15 0.00
H -4.28 2.31 -2.59 0.00
H -2.99 3.46 -4.28 0.00
H -1.08 2.17 -5.13 0.00
H 0.02 0.46 -3.65 0.00

=====

# 6
144
Properties=species:S:1:pos:R:3:lowdin_charge:R:1 method="wB97M-V/def2-TZVPD" lumo_ev=0.2 max_force_ev_per_a=4.86 multiplicity=1
C 28.22 10.96 1.51 -0.16
C 26.89 11.52 1.88 -0.06
O 26.48 12.00 0.55 0.03
C 27.56 12.06 -0.27 -0.52
O 27.56 12.53 -1.42 0.11
O 28.63 11.56 0.34 0.08
H 28.14 9.88 1.43 0.13
H 29.00 11.27 2.20 0.14
H 27.05 12.34 2.59 0.13
H 26.20 10.80 2.33 0.14
C 25.82 16.78 -8.12 -0.12
C 25.52 16.23 -6.78 -0.12
O 24.19 15.74 -7.00 0.07
C 23.78 15.92 -8.24 -0.53
O 22.67 15.46 -8.62 0.09
O 24.71 16.55 -8.98 0.09
H 26.69 16.18 -8.41 0.13
H 25.98 17.86 -8.03 0.14
H 25.56 17.03 -6.05 0.13
H 26.27 15.52 -6.43 0.10
C 29.86 10.71 -3.10 -0.10
C 28.49 10.23 -3.50 -0.11
O 28.66 8.95 -4.15 0.07
C 29.92 8.96 -4.58 -0.53
O 30.40 8.00 -5.25 0.09
O 30.53 10.09 -4.19 0.06
H 30.21 10.19 -2.21 0.14
H 29.97 11.80 -3.14 0.10
H 28.06 10.96 -4.18 0.11
H 27.87 10.13 -2.60 0.11
C 21.36 16.38 -2.91 -0.12
C 22.71 16.23 -3.58 -0.14
O 23.25 17.51 -3.55 0.10
C 22.57 18.31 -2.75 -0.52
O 22.81 19.47 -2.47 0.14
O 21.46 17.64 -2.23 0.05
H 21.18 15.44 -2.37 0.12
H 20.53 16.48 -3.61 0.13
H 22.48 15.75 -4.54 0.12
H 23.30 15.46 -3.09 0.11
C 30.88 19.57 -6.96 -0.07
C 31.88 18.44 -6.54 -0.13
O 31.11 17.31 -6.14 0.01
C 29.75 17.54 -6.60 -0.43
O 28.92 16.67 -6.74 0.13
O 29.60 18.85 -7.04 0.03
H 31.05 20.16 -7.86 0.12
H 30.89 20.29 -6.14 0.10
H 32.35 18.85 -5.64 0.11
H 32.71 18.08 -7.15 0.13
C 27.58 8.57 -8.59 -0.07
C 27.47 9.71 -7.64 -0.13
O 28.71 10.37 -7.70 0.08
C 29.53 9.76 -8.49 -0.62
O 30.69 10.06 -8.71 0.13
O 28.96 8.74 -9.12 0.09
H 26.84 8.73 -9.37 0.12
H 27.26 7.58 -8.25 0.13
H 27.20 9.39 -6.64 0.13
H 26.65 10.36 -7.97 0.14
C 19.59 12.11 -2.45 -0.02
O 20.67 12.19 -1.49 -0.03
C 21.91 12.65 -1.87 -0.52
O 22.27 12.97 -2.99 0.09
O 22.53 12.88 -0.70 0.00
C 23.80 13.37 -0.59 -0.07
H 18.90 11.45 -1.94 0.09
H 19.93 11.65 -3.38 0.09
H 19.09 13.07 -2.54 0.10
H 23.81 14.34 -0.09 0.11
H 24.28 13.38 -1.57 0.09
H 24.39 12.69 0.02 0.08
C 30.64 13.70 -1.58 -0.02
O 31.65 14.65 -1.28 0.02
C 31.54 15.86 -0.79 -0.64
O 30.50 16.45 -0.52 0.11
O 32.71 16.25 -0.44 0.03
C 32.86 17.56 -0.05 -0.06
H 31.05 12.69 -1.63 0.09
H 30.15 13.98 -2.51 0.09
H 29.86 13.68 -0.82 0.08
H 33.92 17.78 -0.02 0.10
H 32.33 17.81 0.88 0.10
H 32.52 18.21 -0.86 0.10
C 21.69 12.83 -5.96 -0.01
O 20.45 12.09 -6.40 -0.06
C 19.71 12.55 -7.52 -0.50
O 20.03 13.57 -8.15 0.10
O 18.68 11.72 -7.66 0.00
C 17.77 11.94 -8.68 -0.07
H 22.23 12.21 -5.23 0.06
H 21.40 13.80 -5.56 0.08
H 22.41 13.07 -6.74 0.08
H 16.83 11.45 -8.42 0.09
H 18.09 11.54 -9.65 0.10
H 17.44 12.97 -8.73 0.10
C 27.12 16.46 -3.03 -0.01
O 28.13 17.46 -3.23 0.00
C 27.76 18.68 -3.64 -0.49
O 26.58 19.02 -3.95 0.07
O 28.87 19.48 -3.70 -0.02
C 28.75 20.79 -4.09 -0.09
H 27.62 15.64 -2.52 0.09
H 26.70 16.05 -3.95 0.08
H 26.32 16.89 -2.44 0.10
H 29.64 21.38 -3.85 0.10
H 27.90 21.18 -3.55 0.10
H 28.62 20.89 -5.17 0.09
C 29.47 13.49 -7.33 -0.01
O 28.10 13.44 -6.87 0.00
C 27.78 13.30 -5.61 -0.51
O 28.61 13.24 -4.66 0.07
O 26.40 13.25 -5.54 -0.04
C 25.72 12.99 -4.32 -0.03
H 29.86 12.48 -7.19 0.08
H 30.13 14.16 -6.79 0.09
H 29.59 13.78 -8.38 0.09
H 24.67 13.20 -4.49 0.09
H 26.05 13.75 -3.61 0.08
H 25.97 12.01 -3.90 0.07
C 27.79 6.69 -0.83 -0.08
O 27.06 7.53 -1.62 -0.01
C 26.25 8.50 -1.10 -0.51
O 26.02 8.74 0.10 0.10
O 25.55 8.95 -2.16 -0.01
C 24.75 10.13 -2.15 -0.03
H 28.78 6.47 -1.22 0.10
H 27.24 5.75 -0.69 0.11
H 28.04 7.18 0.11 0.09
H 24.44 10.41 -3.15 0.10
H 25.37 10.93 -1.73 0.07
H 23.90 10.11 -1.46 0.10
C 30.49 16.32 -10.35 -0.05
O 31.56 16.86 -11.12 0.00
C 31.98 18.13 -11.02 -0.55
O 31.55 18.98 -10.24 0.10
O 32.73 18.30 -12.12 -0.01
C 33.36 19.61 -12.36 -0.01
H 30.20 15.37 -10.80 0.09
H 29.56 16.87 -10.25 0.10
H 30.82 15.92 -9.39 0.08
H 34.14 19.57 -13.11 0.09
H 33.82 19.94 -11.43 0.09
H 32.56 20.29 -12.66 0.10

=====

How do the records compare in relative energy (zero: lowest compared OMol25 entry of this formula, charge and spin)? In the order shown, they have 3.6; 482.7; 165.5; 14.9; 428.7; 548.8 kJ/mol.